1.
DFT (wB97M-V/def2-TZVPD) results for a structure of composition C40H27LuN8O9SSb at a distorted geometry.

Last column: Löwdin charge in e.
Cartesian coordinates (Å):
Lu  -0.17352  1.42613  -0.98259  1.57
Sb  1.68179  -2.27232  -1.24048  1.27
S  0.08784  -1.17478  -2.43119  0.05
O  2.05562  2.99751  2.26437  0.00
O  -0.37289  5.79797  5.11540  0.06
O  -0.89821  0.49707  0.97992  -0.20
O  1.39381  2.12536  0.35034  -0.18
O  -2.45163  6.22978  4.77584  0.07
O  -0.40065  0.36306  3.50083  0.06
O  -3.73620  3.73660  -0.45033  0.08
O  -3.94930  5.84840  -0.07806  0.05
O  -1.08543  3.33940  -0.58260  -0.19
N  -3.01258  0.00920  0.18118  0.08
N  -1.40574  5.73480  4.45103  -0.36
N  3.85944  -0.47829  -5.49604  0.08
N  -1.56267  1.82837  -3.23766  0.05
N  1.35092  1.85806  -2.67038  0.00
N  -2.51707  0.51698  -0.98750  -0.08
N  -3.31709  4.78266  0.01778  -0.33
N  3.46823  0.90253  -3.47473  0.06
C  4.59741  0.33307  0.75425  -0.06
C  4.06407  -3.01938  -2.88380  -0.14
C  -2.33111  5.33715  2.19256  0.08
C  -2.86546  1.54230  -3.13165  -0.26
C  2.60654  -4.86659  -2.42375  -0.11
C  -3.31141  0.84843  -1.91021  -0.08
C  -1.92264  2.77189  -5.34625  -0.04
C  1.18771  2.88709  1.35901  -0.54
C  -2.50140  -0.36868  2.54057  -0.06
C  2.99545  -3.53727  -2.19739  -0.35
C  -2.20035  4.76200  0.93775  -0.07
C  -0.24463  4.34544  2.79198  0.03
C  -3.32117  2.60924  -5.16423  -0.06
C  4.02943  0.48740  2.00709  -0.07
C  0.34927  -5.33697  1.53164  -0.10
C  2.77152  -0.10401  2.35949  0.00
C  -0.10652  3.74001  1.58496  -0.04
C  2.32379  1.38103  -3.05108  -0.36
C  -2.12411  0.10166  1.10671  -0.42
C  -3.13844  -1.37997  5.11065  -0.08
C  -1.08848  2.48109  -4.28785  -0.13
C  4.91715  -3.75566  -3.66121  -0.05
C  2.13878  -0.98326  1.37254  -0.11
C  3.46346  -5.65238  -3.17392  -0.09
C  -3.73142  1.93090  -4.08706  -0.06
C  -3.64422  -1.14632  2.70264  -0.04
C  -0.76931  -3.18865  0.25609  -0.09
C  -1.43848  -3.81542  1.31817  -0.09
C  -1.59927  -0.16236  3.60793  -0.30
C  3.69469  0.16625  -4.53795  -0.44
C  3.94848  -0.51051  -0.17489  -0.10
C  -1.10477  3.90140  0.57539  -0.28
C  1.09839  -4.64228  0.65574  -0.17
C  -1.88703  -0.76286  4.84598  -0.01
C  -1.33513  5.08091  3.12766  -0.14
C  4.65542  -5.13938  -3.64110  -0.08
C  -0.95699  -4.92104  1.90648  -0.08
C  0.56009  -3.62586  -0.10954  -0.35
C  2.73542  -1.16361  0.15904  -0.36
C  -3.91418  -1.71997  3.99426  -0.10
H  5.54929  0.84664  0.42134  0.13
H  4.45051  1.16960  2.69284  0.09
H  2.14236  -4.98230  0.45928  0.12
H  0.58453  4.16967  3.49014  0.14
H  -1.19707  -0.69754  5.71650  0.12
H  -1.58760  3.34202  -6.27971  0.13
H  -4.38707  0.78356  -1.70091  0.13
H  4.37649  -0.57163  -1.11775  0.05
H  -3.32254  -1.83435  6.09282  0.10
H  -1.23634  -2.37705  -0.26249  0.04
H  -2.40265  -3.39237  1.58657  0.10
H  3.15619  -6.69196  -3.24575  0.11
H  -0.24531  0.64499  2.54660  0.09
H  4.26698  -1.90913  -2.85469  0.09
H  5.71650  -3.36360  -4.23643  0.10
H  5.26770  -5.77627  -4.30141  0.11
H  2.27904  0.15281  3.20186  0.06
H  -4.88152  -2.15687  4.07956  0.07
H  0.76039  -6.19634  2.14200  0.12
H  -3.25430  5.87275  2.51130  0.15
H  -4.00008  2.90110  -5.95646  0.11
H  1.23228  -1.42207  1.63818  0.07
H  -0.02909  2.75086  -4.28680  0.09
H  -4.32168  -1.30603  1.96495  0.07
H  -4.79667  1.72503  -4.04314  0.12
H  -1.46089  -5.42042  2.71424  0.10
H  1.72533  -5.23443  -1.99444  0.07

Energy relative to the best compared isomer or geometry (same formula, charge and spin)   92.9 kJ/mol
Calculated total energy   -123259.8514 eV
Charge   -1
Gap between HOMO and LUMO   0.284 Ha

2.
DFT (wB97M-V/def2-TZVPD) results for a cluster of 11 separate species, C58H147N9O22 in total at a distorted geometry.

Last column: Löwdin charge in e.
Cartesian coordinates (Å):
O  -6.05993  0.87335  -1.64384  -0.20
O  1.78444  -1.66840  -2.99871  -0.19
O  -1.33682  2.40798  -2.12176  -0.22
O  6.62740  2.88279  10.06404  -0.21
O  3.04551  2.31998  -2.14178  -0.19
O  1.82562  2.06215  -6.61638  -0.17
O  7.29409  -0.90742  -0.16508  -0.18
O  6.17979  4.94013  5.79964  -0.18
O  -2.75081  -2.29399  -3.62279  -0.22
O  2.25792  1.98388  3.34674  -0.17
O  0.95359  -7.88442  0.35256  -0.05
O  6.52175  -3.82973  2.25055  -0.20
O  -3.04799  -0.14264  2.47745  -0.20
O  1.33935  5.70543  3.41276  -0.18
O  1.83068  -4.15801  5.30714  -0.09
O  -8.86497  -4.07569  -1.27784  -0.20
O  0.49745  -2.07418  4.11993  -0.08
O  -3.56011  -6.06915  0.20943  -0.18
O  -9.11472  -3.12521  -6.26115  -0.21
O  1.86624  -5.13736  0.91179  -0.05
O  -2.04431  -1.67409  -0.12353  -0.22
O  1.57148  7.90350  -1.10851  -0.23
N  5.23645  -1.32699  1.78893  -0.04
N  -5.12770  -0.62300  -3.98014  -0.07
N  -0.74741  5.94902  -1.21961  -0.04
N  0.53099  -0.09680  -5.40071  -0.04
N  -6.60453  -3.14006  -3.40005  -0.04
N  1.83272  5.34495  -0.16762  -0.09
N  6.92555  2.61950  7.24932  -0.08
N  -0.25173  -0.38488  1.83852  -0.05
N  -3.76995  -2.85766  1.72364  -0.02
C  -3.59275  -4.32564  1.65659  -0.18
C  -0.17515  1.03003  -5.97717  -0.23
C  -6.96202  0.88914  -0.49219  -0.06
C  -7.42251  -3.99987  -1.15760  -0.19
C  -3.44998  -6.47378  -1.12566  -0.12
C  8.08535  -0.49188  -1.32345  -0.07
C  -1.06594  4.82924  -2.10359  -0.21
C  -3.79013  -0.96916  3.25122  -0.28
C  -6.69838  -2.83112  -1.96132  -0.18
C  -2.36880  2.43235  -3.11992  -0.10
C  6.70905  1.45170  8.05171  -0.19
C  2.29567  5.25348  1.19495  -0.19
C  2.53977  5.81851  4.05064  -0.15
C  0.56539  -4.42149  4.65503  -0.19
C  -9.29046  -5.13027  -0.45230  -0.14
C  -5.93659  0.59261  -4.10329  -0.16
C  1.90138  2.17419  -2.99177  -0.07
C  4.41263  -2.39106  2.29640  -0.21
C  0.68401  -5.48842  0.31116  -0.28
C  -2.46852  -3.66756  -3.34602  -0.09
C  -7.97138  -3.18105  -4.04384  -0.19
C  -3.44682  -2.41604  3.08347  -0.20
C  -1.34812  3.55821  -1.30968  -0.22
C  -7.87259  -3.28943  -5.55135  -0.23
C  0.27219  8.32341  -1.37875  -0.22
C  7.03000  -5.12434  2.34516  -0.14
C  0.49494  -3.34940  3.54250  -0.27
C  0.68853  -1.95135  -3.82473  -0.21
C  -4.11007  -0.80835  -5.05896  -0.15
C  6.68758  3.79307  5.19655  -0.26
C  7.39675  1.84048  9.41974  -0.19
C  2.79758  3.04274  -0.92783  -0.19
C  1.32134  6.11853  2.02787  -0.16
C  6.24991  2.53582  5.97423  -0.21
C  -3.86102  -4.69936  0.21595  -0.23
C  6.22970  6.12759  4.94697  -0.07
C  0.09552  -6.83486  0.67795  -0.24
C  7.14851  3.24521  11.32469  -0.12
C  0.14545  -0.39467  0.42428  -0.15
C  2.39899  8.84321  -0.49256  -0.10
C  0.19208  0.84683  2.47462  -0.17
C  -0.56730  -1.60830  -0.21241  -0.12
C  -0.63642  7.20590  -1.99401  -0.18
C  2.26749  -2.82838  -2.27165  -0.06
C  5.03419  -3.83389  2.21305  -0.15
C  -0.07960  -0.65905  -4.20278  -0.17
C  -3.42397  1.20236  2.46149  -0.07
C  5.15283  -1.38129  0.33028  -0.22
C  -2.61601  -0.81599  -1.06519  -0.11
C  1.73800  1.03828  2.40619  -0.20
C  -3.45046  -2.21474  -4.87462  -0.19
C  3.66483  2.12829  3.13238  -0.10
C  -6.85949  0.80243  -2.79348  -0.23
C  0.58610  1.61520  -7.11163  -0.24
C  -9.95649  -4.36234  -6.29365  -0.06
C  6.05465  -0.33765  -0.25855  -0.28
C  2.75210  4.61829  -1.11996  -0.12
C  2.67355  2.49263  -7.61992  -0.14
H  3.12752  -2.51999  -1.67723  0.07
H  5.72798  -0.16206  -1.28352  0.12
H  -1.98646  -3.68388  -2.36855  0.07
H  2.59948  -3.61007  -2.95490  0.09
H  -3.16253  -4.13667  -0.40339  0.10
H  4.13939  -1.10440  0.03981  0.10
H  -4.63766  -0.72391  -6.00903  0.12
H  6.02819  0.58309  0.32422  0.13
H  0.03384  2.46630  -7.51007  0.13
H  -4.16864  -5.99679  -1.79207  0.08
H  -0.35573  -2.52260  0.34203  0.11
H  -10.78465  -4.09213  -6.94881  0.08
H  -7.13971  -1.86395  -1.72070  0.08
H  -7.43595  -4.25149  -5.81945  0.12
H  0.61772  0.89709  -7.93102  0.13
H  3.26366  8.22124  -0.26104  0.10
H  -5.26971  1.45419  -4.13558  0.10
H  9.07549  -0.94711  -1.30133  0.08
H  -3.53684  1.63790  3.45430  0.10
H  0.08891  5.75078  -0.68917  0.04
H  -2.28162  3.59414  -0.74808  0.12
H  -0.01743  -4.73936  0.67858  0.10
H  6.57100  -5.88424  1.71271  0.08
H  -4.34749  1.33488  1.89790  0.08
H  3.40401  -2.29850  1.89365  0.10
H  -4.62276  -0.47356  -3.11829  0.08
H  -7.58145  0.00366  -0.34959  0.08
H  -1.60304  7.68135  -2.16041  0.11
H  -4.24158  -2.96311  -4.92118  0.10
H  -10.38037  -5.14336  -0.45746  0.09
H  -1.10989  -0.74961  -4.54689  0.09
H  3.14010  6.69421  3.80398  0.09
H  -0.24210  4.63254  -2.78966  0.11
H  -8.83295  -6.05203  -0.81167  0.08
H  -6.99825  -4.95531  -1.46619  0.11
H  -0.20165  -6.99000  1.71513  0.12
H  6.57618  1.73237  5.31383  0.12
H  7.01337  0.52626  7.56279  0.12
H  -2.49307  -6.07823  -1.46619  0.07
H  8.18930  0.59313  -1.31790  0.09
H  5.25498  -2.31322  -0.22575  0.12
H  -6.58909  0.70028  -4.96975  0.11
H  -2.32438  3.19705  -3.89539  0.09
H  -1.66749  -3.97652  -4.01759  0.09
H  2.22686  4.24425  1.60091  0.11
H  -0.51392  3.31236  -0.65259  0.11
H  4.06129  2.90905  3.78149  0.06
H  6.82009  -5.38361  3.38286  0.09
H  1.95299  9.24327  0.41801  0.09
H  3.31420  5.63846  1.24504  0.12
H  1.49597  0.15956  -5.24841  0.09
H  0.29955  6.08769  1.64960  0.12
H  -4.85303  -0.91866  3.01502  0.12
H  -9.48136  -5.19738  -6.80848  0.08
H  -0.16081  0.53658  -0.05223  0.12
H  -3.52846  -7.55117  -1.27118  0.10
H  -0.06800  0.02357  -3.35307  0.10
H  -0.20926  8.73457  -0.49147  0.12
H  4.20038  1.20406  3.34938  0.08
H  -0.11267  7.04210  -2.93579  0.11
H  -0.49679  1.84886  -5.33362  0.11
H  -6.07551  -2.37880  -3.80097  0.03
H  -2.79890  0.21086  -0.74859  0.09
H  -0.08358  -2.57185  -3.36983  0.08
H  -6.33975  0.99831  0.39604  0.07
H  7.33751  2.36878  11.94457  0.08
H  0.27805  9.12112  -2.12153  0.12
H  5.16456  2.49647  6.06681  0.12
H  -7.55758  1.79184  -0.62836  0.09
H  1.22563  -0.50929  0.33391  0.12
H  8.09267  -5.12459  2.10261  0.09
H  -2.38169  -2.37130  3.31064  0.11
H  2.25101  1.61422  -3.85911  0.08
H  1.21388  1.47681  -2.51313  0.07
H  -0.80197  -6.93695  0.06787  0.11
H  2.24874  5.86653  5.09997  0.10
H  6.16133  -1.42155  2.18358  0.11
H  7.33998  0.94051  10.03206  0.10
H  2.59410  -5.48663  0.39234  0.09
H  -2.27404  1.44297  -3.56741  0.06
H  -8.97307  -5.09373  0.58983  0.08
H  -2.82099  -2.43857  -5.73588  0.12
H  0.79183  -5.33620  -0.76276  0.12
H  1.82683  2.79164  -0.50040  0.10
H  8.01489  3.89561  11.20440  0.09
H  -7.28013  -2.46562  -5.94939  0.11
H  2.71091  1.85809  -8.50539  0.08
H  6.36177  3.80778  11.82733  0.09
H  -1.95256  5.02170  -2.70772  0.11
H  2.40393  4.71133  -2.14866  0.10
H  -3.01112  -2.50981  1.15507  0.05
H  5.64989  1.26661  8.23065  0.11
H  -7.68755  0.09364  -2.80050  0.10
H  3.88414  2.36147  2.09045  0.07
H  2.63660  9.71017  -1.10902  0.09
H  -0.37378  -3.44260  2.89077  0.09
H  -3.75432  -0.70449  4.30799  0.13
H  6.32269  3.60513  4.18678  0.10
H  6.55177  3.42257  7.73457  0.11
H  3.72828  2.44269  -7.34943  0.09
H  -4.30636  -4.87248  2.27290  0.12
H  1.19592  -2.45372  -4.64831  0.13
H  -1.12070  0.62254  -6.33492  0.12
H  0.68417  -5.45996  4.34590  0.11
H  7.23934  6.35948  4.60791  0.08
H  -0.27129  -1.72342  -1.25511  0.09
H  -3.40902  0.01962  -4.95362  0.09
H  1.82074  -7.64755  0.68951  0.08
H  -2.57805  -4.58151  1.96159  0.11
H  4.58880  -4.47243  2.97594  0.12
H  1.45642  3.14084  -3.22780  0.08
H  2.47194  3.48633  -8.01992  0.09
H  -0.29534  -4.30177  5.31299  0.11
H  -10.34287  -4.56454  -5.29468  0.08
H  1.75176  -3.39896  5.88956  0.08
H  3.07372  4.88239  3.88729  0.07
H  0.39330  -1.50492  3.35397  0.02
H  5.71236  5.93815  4.00646  0.07
H  3.71982  5.10978  -1.01964  0.11
H  1.94751  1.47057  1.42777  0.09
H  -7.37395  1.75221  -2.93961  0.11
H  0.04654  0.77471  3.55245  0.12
H  7.77401  3.86169  5.14134  0.12
H  5.79448  7.00561  5.42423  0.09
H  -4.06880  -2.96355  3.79161  0.13
H  -2.61429  1.68785  1.91668  0.08
H  2.29542  0.10295  2.45660  0.12
H  -3.35181  2.48455  -2.65187  0.09
H  -5.71485  -2.70277  -1.50934  0.10
H  1.53342  7.18196  1.91728  0.11
H  3.62586  2.78753  -0.26683  0.10
H  1.53359  -3.25582  -1.58843  0.06
H  4.38370  -2.17253  3.36388  0.11
H  -4.83634  -4.49031  -0.22355  0.11
H  8.46149  2.05807  9.50383  0.12
H  1.40686  -3.35055  2.94543  0.10
H  -7.20693  -3.79691  -0.10858  0.11
H  -3.61986  -1.19264  -1.26148  0.08
H  -1.26040  -0.40007  1.78908  0.07
H  -8.65180  -3.93460  -3.64724  0.10
H  -0.40198  1.71061  2.17618  0.11
H  1.84304  6.33620  -0.36108  0.05
H  -2.03519  -0.76148  -1.98594  0.07
H  7.61841  -0.90963  -2.21539  0.08
H  4.80153  -4.29033  1.25096  0.09
H  -3.31591  -4.34587  -3.24643  0.08
H  -8.49360  -2.24493  -3.84618  0.11

Energy relative to the best compared isomer or geometry (same formula, charge and spin)   22.7 kJ/mol
Calculated total energy   -120968.8244 eV
SMILES string   COCCNCCOC.COCCNCCOC.COCCNCCOC.COCCNCCOC.COCCNCCOC.COCCNCCOC.COCCNCCOC.COCCNCCOC.COCCNCCOC.OCCO.OCCO
Gap between HOMO and LUMO   0.329 Ha